{"formula": "C8H11NO2Sm", "method": "ωB97M-V/def2-TZVPD", "homo_lumo_gap_ev": [5.37, 5.60], "molar_mass_g_mol": 303.5, "e_homo_ha": [-0.0954, -0.1044], "s_squared": 8.78, "charge": -1, "multiplicity": 6, "elements": ["C", "C", "C", "C", "C", "Sm", "N", "C", "C", "H", "H", "H", "H", "H", "H", "H", "H", "H", "H", "O", "C", "O", "H"], "xyz": [[-0.8569, 1.0495, -1.9994], [0.5483, 0.8461, -2.2632], [1.3060, 1.6496, -1.3278], [0.3609, 2.3584, -0.4864], [-0.9768, 1.9808, -0.9062], [0.1678, 0.0331, 0.0004], [-1.5593, -0.7294, 0.6688], [-0.0100, -2.5155, -0.1377], [0.9886, -2.0115, -0.9311], [2.3809, 1.6841, -1.2406], [0.9675, 0.1966, -3.0126], [0.6075, 3.0006, 0.3464], [-1.8978, 2.3084, -0.4407], [-1.6780, 0.5603, -2.5061], [0.8721, -1.9393, -2.0109], [-0.9411, -2.8903, -0.5611], [-2.4535, -1.1220, 0.9384], [1.9810, -1.7645, -0.5031], [0.1584, -2.7152, 0.9336], [0.0004, -1.0119, 4.0818], [0.0117, -0.0031, 3.4298], [0.0490, 0.0845, 2.1553], [0.0016, 1.0090, 3.9241]], "atomic_forces_ev_per_a": [[1.097, 1.544, -0.195], [-0.492, 2.010, -0.090], [-1.363, 1.564, -1.313], [-0.456, 0.472, -2.381], [1.295, 0.757, -1.250], [-1.384, -3.208, 4.988], [-1.252, -1.120, -2.194], [-0.367, -0.848, 0.288], [0.762, -1.457, -0.146], [0.064, 0.000, -0.016], [0.020, -0.032, -0.047], [-0.017, -0.047, 0.014], [0.169, -0.171, -0.052], [0.120, 0.014, 0.157], [0.106, -0.015, 0.245], [0.422, -0.019, 0.159], [-0.251, -0.129, 0.068], [-0.475, -0.373, -0.364], [-0.173, 0.121, -0.658], [0.016, -1.507, 1.372], [0.179, 1.691, -1.621], [2.157, 1.018, 2.904], [-0.175, -0.266, 0.132]], "mulliken_spin": [-0.012, 0.016, -0.007, 0.000, -0.008, 5.104, -0.133, 0.002, 0.025, 0.002, 0.001, 0.001, 0.003, 0.005, -0.005, 0.005, 0.002, -0.003, 0.001, 0.001, 0.004, -0.003, 0.000]}